(1)
Formula: C37H41Cl3F4MnN4O4S2Te
Source: the Open Molecules 2025 dataset
Level of theory: ωB97M-V/def2-TZVPD

## Properties
Kohn-Sham gap (spin up / spin down)	7.39 / 7.39	eV
LUMO (spin up / spin down)	0.201 / 0.195	eV
HOMO level (spin up / spin down)	-0.2642 / -0.2645	Eh
expectation value of S²	8.76
max |F|	3.3	eV/Å
DFT total energy	-5949.829404	a.u.

Structure (ORCA input):
```
! wB97M-V def2-TZVPD RIJCOSX def2/J DEFGRID3
* xyz 0 6
Mn -0.295 1.754 0.722
C -2.988 3.016 2.628
C -1.777 3.944 2.379
N -1.190 3.867 1.037
C -2.331 4.165 0.043
C -1.978 4.517 -1.393
C -0.020 4.806 1.006
C 1.088 4.346 0.041
N 1.270 2.922 0.036
C 2.331 2.493 -0.748
C 2.232 1.247 -1.420
F 1.134 0.559 -0.948
C 3.169 0.690 -2.247
F 2.883 -0.498 -2.847
C 4.339 1.379 -2.555
C 4.482 2.617 -1.918
F 5.712 3.233 -2.088
C 3.624 3.090 -0.961
F 3.939 4.177 -0.220
H -2.644 2.385 3.480
H -3.343 2.382 1.812
H -3.813 3.678 3.050
H -0.922 3.840 3.102
H -2.064 5.003 2.515
H -2.955 4.944 0.498
H -3.030 3.268 0.224
H -1.757 5.659 -1.537
H -2.793 4.187 -2.052
H -1.040 4.041 -1.788
H 0.404 4.746 2.050
H -0.400 5.814 0.801
H 1.935 4.938 0.384
H 0.894 4.780 -0.963
H 5.069 0.982 -3.255
Cl 5.720 -7.409 -1.260
C 4.732 -6.142 -0.544
C 5.310 -4.907 -0.091
C 4.528 -4.049 0.682
C 3.209 -4.447 1.100
C 2.470 -3.687 2.142
C 1.114 -3.238 1.583
N 0.730 -1.914 2.189
C -0.360 -1.767 3.058
C -0.746 -0.457 2.975
N 0.168 0.218 2.106
C 1.103 -0.696 1.738
O 2.294 -4.529 3.285
C 3.016 -4.126 4.434
C 2.355 -3.075 5.271
C 2.502 -1.682 5.148
Cl 3.805 -0.835 4.518
S 1.191 -0.845 5.943
C 0.573 -2.296 6.565
C 1.244 -3.432 6.141
C 2.659 -5.611 0.572
Cl 1.022 -6.219 0.870
C 3.407 -6.438 -0.322
H 6.294 -4.612 -0.345
H 5.022 -3.171 1.138
H 3.072 -2.785 2.443
H 0.393 -4.000 1.874
H 1.183 -3.070 0.502
H -0.860 -2.598 3.569
H -1.464 0.052 3.543
H 2.042 -0.553 1.207
H 4.086 -3.906 4.181
H 3.103 -4.983 5.119
H -0.211 -2.259 7.341
H 0.991 -4.471 6.389
H 2.971 -7.337 -0.743
C -0.426 2.802 -8.056
Te 0.779 3.338 -6.338
C 0.435 1.360 -5.549
H 0.288 2.411 -8.761
H -0.894 3.719 -8.378
H -1.185 2.080 -7.816
H 0.128 0.660 -6.342
H -0.393 1.487 -4.709
H 1.396 1.027 -5.122
C -7.690 -1.290 -2.337
C -6.297 -0.992 -1.949
C -5.799 -0.870 -0.623
C -4.520 -0.446 -0.441
C -3.649 -0.171 -1.515
C -4.160 -0.245 -2.833
C -5.445 -0.723 -3.030
S -1.859 0.018 -1.303
O -1.381 0.163 -2.687
O -1.274 -1.065 -0.488
O -1.707 1.349 -0.592
H -7.700 -1.749 -3.331
H -8.279 -0.313 -2.411
H -8.312 -1.858 -1.633
H -6.491 -0.997 0.231
H -4.035 -0.505 0.514
H -3.543 -0.022 -3.674
H -5.820 -0.866 -4.017
*
```

(2)
Formula: C54H58BiClFN6O2P2
Source: the Open Molecules 2025 dataset
Level of theory: ωB97M-V/def2-TZVPD

## Properties
Kohn-Sham gap	8.15	eV
LUMO	-1.889	eV
HOMO level	-0.3690	Eh
max |F|	1.8	eV/Å
DFT total energy	-4028.912837	a.u.

Structure (ORCA input):
```
! wB97M-V def2-TZVPD RIJCOSX def2/J DEFGRID3
* xyz 1 1
Bi -0.086 -0.157 0.849
C 2.031 -1.965 -4.076
N 2.113 -1.924 -2.644
C 1.700 -0.905 -1.837
N 1.994 -1.154 -0.574
C 2.575 -2.378 -0.541
C 2.658 -2.879 -1.833
C 3.239 -4.141 -2.271
C 2.532 -5.024 -3.081
C 3.068 -6.259 -3.392
C 4.315 -6.621 -2.913
C 5.027 -5.740 -2.115
C 4.497 -4.506 -1.795
C 3.050 -2.983 0.696
C 3.638 -2.175 1.665
C 4.124 -2.733 2.832
C 4.001 -4.093 3.056
C 3.406 -4.902 2.100
C 2.934 -4.355 0.919
P 1.180 0.718 -2.467
C -0.616 0.801 -2.213
N -1.186 1.149 -1.070
C -2.496 1.374 -1.334
C -2.728 1.164 -2.685
N -1.519 0.823 -3.224
C -1.258 0.533 -4.605
C -3.965 1.305 -3.442
C -4.414 0.316 -4.313
C -5.605 0.477 -4.997
C -6.363 1.622 -4.817
C -5.922 2.607 -3.947
C -4.734 2.452 -3.261
C -3.432 1.831 -0.315
C -4.714 1.302 -0.203
C -5.580 1.794 0.755
C -5.175 2.810 1.605
C -3.900 3.339 1.493
C -3.030 2.849 0.542
C 1.650 1.754 -1.042
N 1.233 1.757 0.222
C 1.834 2.802 0.851
C 2.633 3.462 -0.072
N 2.505 2.784 -1.249
C 3.110 3.155 -2.500
C 3.356 4.724 0.032
C 2.707 5.837 0.565
C 3.331 7.068 0.553
C 4.601 7.202 0.012
C 5.269 6.091 -0.471
C 4.650 4.855 -0.463
C 1.733 3.179 2.260
C 0.521 3.216 2.942
C 0.469 3.656 4.254
C 1.622 4.070 4.898
C 2.833 4.032 4.227
C 2.894 3.587 2.921
H 2.177 -0.959 -4.476
H 1.057 -2.340 -4.398
H 2.811 -2.620 -4.464
H 1.545 -4.757 -3.429
H 2.500 -6.946 -3.998
H 4.729 -7.588 -3.155
H 5.993 -6.019 -1.727
H 5.038 -3.817 -1.165
H 3.706 -1.117 1.480
H 4.593 -2.102 3.569
H 4.379 -4.523 3.970
H 3.313 -5.964 2.276
H 2.476 -4.982 0.166
H -1.951 1.098 -5.229
H -1.394 -0.533 -4.803
H -0.232 0.816 -4.853
H -3.844 -0.593 -4.431
H -5.943 -0.302 -5.663
H -7.294 1.742 -5.348
H -6.510 3.497 -3.794
H -4.386 3.215 -2.581
H -5.026 0.506 -0.865
H -6.574 1.377 0.840
H -5.857 3.190 2.349
H -3.583 4.132 2.151
H -2.031 3.243 0.444
H 3.269 4.233 -2.511
H 2.448 2.885 -3.323
H 4.067 2.645 -2.635
H 1.714 5.729 0.974
H 2.821 7.933 0.949
H 5.076 8.169 -0.027
H 6.268 6.180 -0.869
H 5.176 3.984 -0.824
H -0.380 2.904 2.445
H -0.482 3.676 4.766
H 1.592 4.423 5.919
H 3.738 4.353 4.721
H 3.847 3.559 2.413
O 0.455 -2.824 2.093
H 0.897 -3.676 2.164
H 0.994 -2.186 2.585
O -2.161 -1.581 -1.512
H -2.655 -1.162 -0.802
H -2.723 -2.279 -1.860
Cl 1.384 -0.067 2.875
F -1.400 1.038 1.934
C -2.758 -3.934 0.617
C -2.476 -3.584 2.071
P -2.007 -1.783 2.243
C -1.546 -1.581 4.031
C -1.511 -2.845 4.878
C -3.688 -0.970 2.225
C -4.701 -1.418 3.271
H -3.022 -4.985 0.518
H -1.876 -3.741 0.011
H -3.591 -3.350 0.232
H -1.635 -4.176 2.424
H -3.345 -3.809 2.690
H -2.240 -0.854 4.452
H -0.560 -1.115 4.039
H -2.478 -3.340 4.913
H -1.230 -2.583 5.896
H -0.773 -3.546 4.497
H -4.112 -1.110 1.227
H -3.488 0.097 2.342
H -4.952 -2.470 3.170
H -5.619 -0.849 3.145
H -4.339 -1.247 4.281
*
```

(3)
Formula: C18H23N9O4PdS4
Source: the Open Molecules 2025 dataset
Level of theory: ωB97M-V/def2-TZVPD

## Properties
Kohn-Sham gap (spin up / spin down)	4.69 / 4.69	eV
LUMO (spin up / spin down)	-8.619 / -8.622	eV
HOMO level (spin up / spin down)	-0.4892 / -0.4892	Eh
max |F|	1.3	eV/Å
DFT total energy	-3213.545642	a.u.

Structure (ORCA input):
```
! wB97M-V def2-TZVPD RIJCOSX def2/J DEFGRID3
* xyz 2 1
Pd -0.274 0.307 0.063
C -1.662 -4.309 2.726
C -2.301 -3.050 2.280
N -3.327 -2.473 2.822
N -3.551 -1.376 2.049
C -2.697 -1.248 1.047
S -2.683 -0.068 -0.197
N -1.896 -2.325 1.173
N -0.829 -2.555 0.323
H -2.225 -4.708 3.565
H -0.633 -4.136 3.047
H -1.657 -5.044 1.919
H -4.306 -0.751 2.284
H -0.096 -3.049 0.813
H -1.137 -3.064 -0.497
C 2.221 0.372 3.301
C 1.439 0.148 2.047
O 0.632 -0.779 1.928
O 1.625 0.954 1.028
H 1.525 0.608 4.107
H 2.925 1.191 3.185
H 2.743 -0.546 3.567
C 2.341 -1.648 -4.214
N 2.862 -0.974 -3.020
C 4.205 -0.741 -2.739
C 4.256 -0.101 -1.559
N 2.946 0.052 -1.132
C 2.114 -0.484 -2.024
S 0.388 -0.579 -2.002
H 3.059 -1.542 -5.020
H 1.398 -1.194 -4.509
H 2.179 -2.705 -4.014
H 4.997 -1.068 -3.393
H 5.101 0.264 -1.001
H 2.635 0.457 -0.246
N -5.175 6.549 0.436
C -4.192 5.682 0.727
C -2.898 6.153 1.056
C -1.888 5.275 1.319
C -2.141 3.893 1.267
C -3.426 3.406 0.969
C -4.437 4.288 0.716
S -0.836 2.822 1.427
O 0.253 3.456 2.101
O -1.258 1.491 1.850
N -0.433 2.481 -0.192
C 0.630 3.060 -0.783
S 1.429 4.521 -0.192
C 2.408 4.498 -1.542
C 2.158 3.375 -2.325
N 1.170 2.592 -1.906
H -5.008 7.539 0.436
H -6.099 6.231 0.205
H -2.715 7.220 1.103
H -0.903 5.635 1.591
H -3.607 2.340 0.952
H -5.435 3.925 0.504
H 3.140 5.275 -1.721
H 2.687 3.130 -3.236
*
```

(4)
Formula: CH5NOSi
Source: the Open Molecules 2025 dataset
Level of theory: ωB97M-V/def2-TZVPD

## Properties
Kohn-Sham gap	10.20	eV
LUMO	-0.108	eV
HOMO level	-0.3789	Eh
max |F|	3.5	eV/Å
DFT total energy	-460.468614	a.u.

Structure (ORCA input):
```
! wB97M-V def2-TZVPD RIJCOSX def2/J DEFGRID3
* xyz 0 1
C 3.211 -2.531 1.081
N 2.065 -2.640 0.962
O 1.160 -0.414 0.721
Si -0.299 -0.312 0.761
H 4.256 -2.323 1.118
H -1.151 1.518 -1.148
H -0.741 1.255 -1.792
H -1.067 -0.572 1.992
H -1.089 -0.152 -0.426
*
```